[1]
Molecular formula: C3H5BrO
Method: DFT, ωB97M-V/def2-TZVPD

The geometry in ORCA input format:
```
! RIJCOSX wB97M-V def2-TZVPD def2/J DEFGRID3
* xyz 0 1
O 1.193 -0.972 0.277
C 0.590 0.285 0.204
C -0.684 0.430 -0.712
C -1.095 0.181 0.701
Br -1.344 1.752 1.766
H 1.638 -1.157 -0.612
H 1.082 1.137 0.623
H -0.968 1.379 -1.338
H -0.768 -0.505 -1.458
H -1.473 -0.710 1.165
*
```

Output
- SMILES: O[C@H]1C[C@@H]1Br
- Kohn-Sham gap: 9.66 eV
- LUMO level: 0.03086 Ha
- Highest occupied orbital energy: -8.818 eV
- Energy relative to the best compared isomer or geometry (same formula, charge and spin): 166.6 kJ/mol
- Strongest force on any atom: 0.0984 Eh/bohr

These are the Mulliken partial charges, in e, on atoms 1 to 8: O -0.505; C -0.321; C -0.314; C -0.300; Br -0.172; H 0.323; H 0.389; H 0.242

---

[2]
Molecular formula: C33H37BrFN7O2ReSSi
Method: DFT, ωB97M-V/def2-TZVPD

The geometry in ORCA input format:
```
! RIJCOSX wB97M-V def2-TZVPD def2/J DEFGRID3
* xyz 2 4
Re 0.949 -0.543 1.259
C -3.744 -3.795 2.809
C -2.693 -3.669 3.898
N -1.321 -3.549 3.394
C -0.769 -2.410 2.987
S 0.984 -2.399 2.773
N -1.498 -1.332 2.808
N -0.644 -0.275 2.545
C -0.763 0.819 3.220
C -1.893 1.104 4.142
C 0.392 1.724 3.113
C 0.429 2.988 3.673
C 1.613 3.708 3.625
C 2.721 3.142 3.016
C 2.605 1.883 2.457
N 1.473 1.179 2.511
H -4.713 -4.009 3.260
H -3.503 -4.606 2.122
H -3.833 -2.868 2.248
H -2.703 -4.545 4.544
H -2.892 -2.796 4.522
H -0.714 -4.351 3.452
H -2.516 0.224 4.260
H -2.503 1.913 3.731
H -1.522 1.428 5.114
H -0.451 3.395 4.149
H 1.670 4.694 4.065
H 3.665 3.664 2.969
H 3.440 1.417 1.956
C 4.208 -0.981 0.964
O 2.969 -0.494 0.388
C 3.033 0.153 -0.847
C 4.068 -0.004 -1.728
C 4.043 0.724 -2.920
Br 5.446 0.531 -4.152
C 2.998 1.577 -3.179
C 1.939 1.722 -2.267
C 1.926 0.993 -1.066
O 0.972 1.046 -0.151
C 0.848 2.618 -2.590
N -0.172 2.908 -1.779
C -1.068 3.759 -2.414
C -2.272 4.320 -2.009
C -2.911 5.141 -2.931
C -2.370 5.389 -4.196
C -1.169 4.828 -4.598
C -0.533 4.004 -3.674
N 0.654 3.282 -3.739
H 4.572 -1.833 0.401
H 3.974 -1.290 1.978
H 4.934 -0.169 0.959
H 4.893 -0.671 -1.519
H 3.008 2.142 -4.101
H -0.258 2.469 -0.855
H -2.692 4.127 -1.032
H -3.851 5.601 -2.665
H -2.904 6.036 -4.877
H -0.752 5.021 -5.577
H 1.265 3.243 -4.539
C -2.831 -2.203 -0.653
Si -1.434 -0.978 -0.859
C -2.146 0.480 0.100
C -1.152 -0.399 -2.620
N 0.116 -1.653 -0.198
C 0.541 -2.889 -0.752
C -0.181 -3.508 -1.790
C 0.178 -4.719 -2.351
C 1.303 -5.394 -1.909
C 2.067 -4.814 -0.915
C 1.691 -3.601 -0.379
F 2.555 -3.088 0.536
H -3.747 -1.756 -1.049
H -2.982 -2.355 0.416
H -2.709 -3.179 -1.112
H -3.002 0.769 -0.520
H -1.547 1.372 0.258
H -2.563 0.162 1.054
H -1.990 0.226 -2.939
H -1.053 -1.207 -3.343
H -0.238 0.195 -2.682
H -1.062 -3.031 -2.183
H -0.434 -5.132 -3.141
H 1.587 -6.346 -2.335
H 2.968 -5.279 -0.540
*
```

Output
- Kohn-Sham gap (alpha / beta): 6.52 / 5.84 eV
- LUMO level (alpha / beta): -0.21476 / -0.25115 Ha
- Highest occupied orbital energy (alpha / beta): -12.364 / -12.675 eV
- Energy relative to the best compared isomer or geometry (same formula, charge and spin): 0.0 kJ/mol
- Strongest force on any atom: 0.0141 Eh/bohr
- ⟨S²⟩: 3.782

These are the Mulliken partial charges, in e, on atoms 1 to 8: Re 0.113; C -0.939; C -0.432; N -0.134; C 0.457; S -0.690; N -0.913; N 0.977

---

[3]
Molecular formula: C25H46F3FeN5O9S2
Method: DFT, ωB97M-V/def2-TZVPD

The geometry in ORCA input format:
```
! RIJCOSX wB97M-V def2-TZVPD def2/J DEFGRID3
* xyz 1 6
Fe -0.988 0.192 2.970
C 1.536 -0.592 -1.685
O 1.481 -1.385 -2.875
C 0.926 -2.643 -2.635
C 1.114 -3.599 -3.787
N 0.688 -2.856 -5.057
H -0.208 -3.232 -5.370
H 0.498 -1.891 -4.763
C 1.605 -2.838 -6.254
C 0.943 -2.050 -7.363
O 0.793 -0.716 -6.943
C 0.139 0.045 -7.951
H 1.797 0.395 -2.068
H 2.311 -0.943 -1.006
H 0.519 -0.480 -1.300
H -0.135 -2.561 -2.361
H 1.442 -3.115 -1.789
H 0.546 -4.519 -3.707
H 2.183 -3.794 -3.852
H 1.759 -3.870 -6.558
H 2.509 -2.326 -5.932
H -0.037 -2.486 -7.600
H 1.560 -2.111 -8.264
H 0.053 1.071 -7.605
H -0.900 -0.285 -8.077
H 0.592 -0.022 -8.941
S 0.524 1.509 1.787
O -0.929 1.786 1.789
O 0.623 1.365 3.247
O 0.351 0.058 1.483
O 1.413 2.331 1.047
C 2.027 -1.590 5.528
F 1.720 -0.658 6.429
F 2.677 -0.960 4.541
F 2.736 -2.551 6.074
S 0.415 -2.330 4.829
O 0.719 -3.537 4.092
O -0.438 -2.530 5.979
O -0.126 -1.216 3.994
C -3.542 0.842 0.853
C -3.679 -0.469 1.632
N -2.432 -1.124 2.125
C -2.854 -2.254 3.003
C -3.716 -3.376 2.436
C -1.778 -1.688 0.891
C -0.601 -2.611 1.124
H -3.301 1.692 1.482
H -4.538 1.070 0.463
H -2.902 0.808 -0.026
H -4.267 -0.182 2.503
H -4.201 -1.203 1.018
H -1.994 -2.661 3.526
H -3.451 -1.802 3.800
H -4.753 -3.095 2.261
H -3.271 -3.751 1.509
H -3.701 -4.265 3.064
H -1.500 -0.888 0.209
H -2.545 -2.276 0.380
H -0.911 -3.494 1.688
H 0.273 -2.240 1.652
H -0.162 -3.019 0.210
N 3.926 2.435 -0.186
C 5.170 2.485 0.373
C 6.083 2.386 -0.646
C 5.376 2.463 -1.872
C 4.043 2.492 -1.542
H 3.029 2.388 0.283
H 5.284 2.606 1.438
H 7.150 2.354 -0.495
H 5.827 2.596 -2.841
H 3.134 2.593 -2.116
N 0.271 4.410 -0.398
C -1.092 4.598 -0.249
C -1.386 5.758 -0.921
C -0.202 6.295 -1.475
C 0.806 5.430 -1.128
H 0.842 3.730 0.100
H -1.646 3.900 0.355
H -2.368 6.195 -1.020
H -0.077 7.057 -2.226
H 1.852 5.461 -1.390
N -1.459 2.291 4.833
C -1.069 1.208 5.571
C -2.049 0.231 5.509
C -3.108 0.781 4.778
C -2.606 1.912 4.147
H -1.009 3.184 4.740
H -0.134 1.217 6.107
H -2.062 -0.663 6.111
H -4.124 0.418 4.763
H -3.015 2.713 3.550
*
```

Output
- Kohn-Sham gap (alpha / beta): 6.75 / 5.48 eV
- LUMO level (alpha / beta): -0.10325 / -0.14981 Ha
- Highest occupied orbital energy (alpha / beta): -9.561 / -9.561 eV
- Strongest force on any atom: 0.0931 Eh/bohr
- ⟨S²⟩: 8.759

These are the Mulliken partial charges, in e, on atoms 1 to 8: Fe 0.845; C -0.275; O -0.419; C -0.319; C -0.854; N -0.102; H 0.404; H 0.409

---

[4]
Molecular formula: C2H3NO2
Method: DFT, ωB97M-V/def2-TZVPD

The geometry in ORCA input format:
```
! RIJCOSX wB97M-V def2-TZVPD def2/J DEFGRID3
* xyz 0 1
C 1.294 -0.062 0.244
C -0.051 0.484 0.408
N 2.308 -0.524 -0.039
O -0.864 -1.228 -0.243
O -0.571 1.303 -0.473
H -0.450 0.430 1.419
H -0.077 -1.547 -0.745
H -1.588 1.143 -0.571
*
```

Output
- Kohn-Sham gap (alpha / beta): 9.99 / 9.99 eV
- LUMO level (alpha / beta): -0.02464 / -0.02464 Ha
- Highest occupied orbital energy (alpha / beta): -10.664 / -10.664 eV
- Energy relative to the best compared isomer or geometry (same formula, charge and spin): 331.4 kJ/mol
- Strongest force on any atom: 0.0994 Eh/bohr

The computed Mulliken charges, all in e, follow: C 0.105; C 0.357; N -0.329; O -0.676; O -0.434; H 0.269; H 0.295; H 0.414

---

| no. | E_tot (a.u.) |
| --- | --- |
| 1 | -2766.47260 |
| 2 | -5252.94187 |
| 3 | -4290.47642 |
| 4 | -283.13177 |